Entry 1:
{"formula": "CH12NO7", "method": "ωB97M-V/def2-TZVPD", "species": ["N", "C", "O", "O", "H", "H", "H", "H", "O", "H", "H", "O", "H", "H", "O", "H", "H", "O", "H", "H", "O"], "coordinates": [[-0.39296, 2.11771, 1.01446], [-0.91294, 1.50484, -0.13716], [-2.14940, 1.57512, -0.31818], [-0.04135, 0.90598, -0.88339], [-1.15998, 2.35095, 1.69686], [0.64151, 2.23359, 1.15215], [-1.12780, -1.51757, -2.25285], [-0.37245, -0.34054, -1.53908], [-0.25073, -1.28929, -2.10354], [0.37499, -0.54857, 1.27337], [-0.98641, 0.16656, 1.80649], [-0.28645, -0.62637, 1.98553], [-1.58391, -3.08611, 1.07162], [-0.37149, -2.33524, 0.91927], [-0.66293, -3.14941, 0.92622], [2.12085, -0.92338, -0.06751], [0.74713, -1.56581, -0.32841], [1.61703, -1.65194, 0.22724], [2.79522, 1.36470, -1.67163], [1.46256, 1.37179, -0.67783], [2.48487, 1.60800, -0.79147]], "forces_ev_per_a": [[-2.3, -0.3, -0.7], [5.3, 0.2, 1.1], [-0.6, -0.1, -0.5], [-3.2, 1.7, 1.4], [1.9, 0.1, -0.6], [-1.6, 0.1, -0.2], [-2.5, -1.1, -0.6], [0.6, -3.4, -2.5], [1.7, 3.6, 2.5], [0.2, -0.1, 0.3], [2.8, -3.2, 0.8], [-2.8, 3.2, -0.5], [-1.4, 0.0, 0.3], [2.4, 6.3, 0.4], [-1.3, -7.0, -0.5], [1.2, 1.3, -0.7], [2.4, -0.7, 0.6], [-3.3, -0.5, -0.6], [-0.5, -0.1, 0.1], [3.2, 0.4, -1.2], [-2.2, -0.4, 1.0]], "mulliken_spin": [0.169, -0.061, 0.745, 0.118, -0.005, 0.002, 0.001, 0.004, 0.002, -0.001, -0.002, 0.010, 0.000, 0.000, 0.001, 0.000, -0.001, 0.000, -0.001, -0.006, 0.024], "homo_lumo_gap_ev": [10.4, 4.8], "multiplicity": 2, "s2": 0.76}

---

Entry 2:
{"formula": "CH12Na7O9", "method": "ωB97M-V/def2-TZVPD", "species": ["Na", "Na", "Na", "Na", "Na", "Na", "Na", "C", "O", "O", "O", "O", "H", "H", "O", "H", "H", "O", "H", "H", "O", "H", "H", "O", "H", "H", "O", "H", "H"], "coordinates": [[9.02617, 20.33939, -4.98740], [12.12779, 20.94061, -3.33803], [11.62165, 18.52255, -5.73506], [11.48020, 18.13969, -0.64574], [7.14209, 17.40073, -1.51221], [9.04182, 20.35578, -1.71273], [8.57318, 16.75692, -6.11168], [10.22368, 17.59283, -3.13872], [9.63562, 17.35906, -2.05464], [10.52608, 18.73817, -3.38634], [10.43923, 16.73302, -3.98877], [8.24971, 15.84215, 0.03859], [8.74058, 15.33295, 0.68356], [8.70958, 15.69071, -0.78713], [8.55292, 18.73269, 0.17203], [9.25525, 19.18576, 0.63859], [8.81102, 17.81105, 0.18614], [7.51352, 15.63739, -3.86934], [8.44093, 15.85737, -3.95733], [7.48190, 14.68605, -3.97031], [9.78925, 14.38967, -2.01031], [9.85037, 15.11601, -2.63073], [10.68672, 14.06672, -1.92973], [13.07484, 16.05785, -3.91518], [13.12680, 15.26853, -4.45416], [12.15129, 16.30776, -3.94399], [13.51372, 17.30331, -1.43831], [13.05401, 17.32618, -2.27759], [13.98598, 16.47076, -1.44597]], "forces_ev_per_a": [[-0.8, 0.5, -0.5], [1.3, 0.4, 0.4], [1.2, -1.3, -0.1], [0.6, -1.1, 0.8], [-0.5, -1.0, 0.6], [-0.6, -0.4, 1.2], [-0.7, -1.4, -0.3], [-3.0, -5.1, 2.4], [-0.4, 0.3, 1.2], [2.5, 10.8, -2.5], [-0.2, -2.0, -3.2], [-0.2, 1.7, -0.4], [-0.1, -0.5, 0.5], [0.6, -1.1, -0.3], [0.3, 1.4, -1.2], [-0.3, 0.3, 1.2], [-0.2, -1.5, 0.4], [0.1, 1.5, -0.5], [0.7, -0.5, 0.6], [-0.4, -0.9, 0.1], [-0.5, 0.4, 0.1], [0.3, 0.0, -0.2], [0.3, -0.5, 0.1], [0.1, 0.9, 0.0], [0.4, -0.6, -0.2], [-0.4, -0.6, -0.1], [-1.3, 1.3, 0.5], [0.7, -0.7, -0.7], [0.5, -0.5, 0.1]], "nbo_charge": [0.995, 0.998, 0.972, 0.968, 0.982, 0.972, 0.989, 0.913, -0.887, -1.072, -0.865, -0.999, 0.532, 0.490, -0.998, 0.484, 0.514, -0.980, 0.443, 0.539, -0.938, 0.445, 0.502, -0.979, 0.519, 0.451, -0.984, 0.450, 0.543], "homo_lumo_gap_ev": 5.2, "total_charge": 5, "de_lowest_kcal_mol": 0.8}

---

Entry 3:
{"formula": "CH12O4", "method": "ωB97M-V/def2-TZVPD", "species": ["C", "H", "H", "H", "H", "O", "H", "H", "O", "H", "H", "O", "H", "H", "O", "H", "H"], "coordinates": [[2.17737, -1.33955, 1.58298], [2.92764, -1.95320, 2.08353], [2.27878, -0.39471, 2.13183], [2.40668, -1.09734, 0.55232], [1.19817, -1.76396, 1.77288], [-1.86826, -0.23135, 1.68236], [-2.79071, -0.00521, 1.50938], [-1.46118, -0.10088, 0.81881], [-1.75220, 3.32310, -3.12891], [-0.97831, 3.08119, -2.58142], [-2.27434, 4.01332, -2.73927], [0.05056, -2.20778, -1.15015], [-0.30351, -1.47137, -1.65815], [-0.41628, -2.95551, -1.57764], [0.13309, 0.82574, -0.07768], [0.33387, 1.77390, -0.03282], [0.33862, 0.50360, 0.81197]], "forces_ev_per_a": [[0.5, 0.8, 1.1], [0.0, -0.3, -0.5], [-0.3, 0.0, 0.0], [-0.1, -0.5, -0.2], [-0.1, 0.0, -0.4], [-0.4, 0.1, -0.1], [0.1, -0.1, 0.2], [0.1, 0.0, -0.1], [0.9, -1.0, -0.4], [-1.0, 0.6, -0.2], [0.1, 0.4, 0.6], [-0.7, -0.7, -0.7], [0.2, 0.4, 0.2], [0.5, 0.3, 0.5], [0.2, 0.4, 0.1], [-0.1, -0.4, 0.0], [0.2, 0.0, -0.2]], "nbo_charge": [-0.867, 0.217, 0.197, 0.226, 0.225, -0.952, 0.466, 0.480, -0.951, 0.476, 0.475, -0.933, 0.470, 0.465, -0.955, 0.474, 0.487], "homo_lumo_gap_ev": 11.5, "de_lowest_kcal_mol": 22.4}

---

Entry 4:
{"formula": "CH12O4S2", "method": "ωB97M-V/def2-TZVPD", "species": ["C", "S", "S", "H", "H", "H", "H", "O", "H", "H", "O", "H", "H", "O", "H", "H", "O", "H", "H"], "coordinates": [[-1.21527, 0.99789, 1.22245], [-1.40208, 2.18415, -0.17806], [0.65617, 3.01359, -0.37145], [-1.25670, -0.06120, 1.03815], [-1.91332, 1.32529, 2.00151], [-0.18381, 1.09255, 1.62625], [1.14415, 2.01661, 0.42959], [0.89356, -0.36513, -1.33966], [0.60760, 0.47509, -1.66673], [0.13545, -0.95013, -1.54187], [-1.18532, -2.38870, -1.06537], [-1.36957, -2.57106, -0.09252], [-1.93409, -2.81614, -1.55996], [0.05791, -6.68506, 1.70277], [-0.83172, -6.43044, 2.03693], [-0.08360, -6.43699, 0.73003], [2.69790, 0.17095, 0.44469], [2.03529, -0.02132, -0.19237], [3.16411, -0.63003, 0.70905]], "forces_ev_per_a": [[1.2, 1.2, 0.8], [1.2, -0.2, 0.1], [-1.2, -1.3, 0.7], [-0.6, -0.3, -0.8], [0.1, -0.3, -0.2], [-0.7, 0.3, -0.1], [0.1, 0.6, -0.5], [-0.8, -1.1, -0.5], [-0.2, 1.1, -0.3], [0.5, 0.0, 0.4], [-1.4, -1.0, 1.1], [0.3, 0.3, -2.0], [1.1, 0.6, 0.8], [-1.6, 1.0, -2.0], [0.9, -0.4, 0.1], [0.7, -0.7, 1.9], [1.6, 0.9, 1.8], [-0.9, -1.0, -1.1], [-0.3, 0.1, -0.3]], "nbo_charge": [-0.741, 0.053, -0.163, 0.217, 0.227, 0.240, 0.164, -0.974, 0.484, 0.508, -0.964, 0.485, 0.487, -0.927, 0.462, 0.464, -0.988, 0.492, 0.471], "homo_lumo_gap_ev": 8.2, "de_lowest_kcal_mol": 31.5}

---

Entry 5:
{"formula": "CH12O5", "method": "ωB97M-V/def2-TZVPD", "species": ["C", "O", "H", "H", "H", "H", "H", "H", "O", "H", "H", "O", "H", "H", "O", "H", "H", "O"], "coordinates": [[-4.08549, 1.00021, 0.30834], [-2.96585, 1.59694, 0.93029], [-4.63921, 1.65528, -0.36477], [-4.80713, 0.69671, 1.07813], [-3.79401, 0.08064, -0.20123], [-2.34084, 0.88961, 1.11486], [1.36648, 1.74501, -0.48072], [-0.12731, 1.66247, -0.54637], [0.60292, 1.51065, 0.07221], [6.49527, -1.62683, -1.38073], [6.56986, -1.31173, -2.86314], [7.04728, -1.16096, -2.02910], [-4.52979, -2.69157, 1.74247], [-4.24512, -1.66931, 2.82424], [-4.25945, -1.78763, 1.87694], [4.44799, -0.44422, -1.43653], [4.90813, 0.30184, -0.18018], [4.35627, -0.44710, -0.46472]], "forces_ev_per_a": [[-0.6, -0.8, 0.7], [0.1, 0.4, -0.3], [0.6, 0.3, -0.1], [0.0, 0.0, -0.1], [-0.1, 0.1, -0.3], [0.1, 0.1, 0.1], [0.2, -0.3, 0.3], [0.0, -0.1, 0.3], [-0.1, 0.3, -0.6], [0.0, 0.2, 0.0], [0.0, 0.1, 0.1], [0.1, -0.3, -0.1], [-0.1, -0.5, -0.1], [0.0, 0.1, 0.4], [0.1, 0.4, -0.3], [-0.1, 0.1, 0.1], [-0.1, -0.1, -0.2], [0.1, 0.0, 0.1]], "mulliken_spin": [0.354, -0.079, 0.008, -0.039, -0.064, -0.003, -0.252, -0.007, 0.442, -0.042, -0.322, 0.567, -0.031, -0.031, 0.088, -0.277, -0.223, 0.911], "homo_lumo_gap_ev": [1.6, 9.8], "multiplicity": 2, "s2": 0.75, "total_charge": -1, "de_lowest_kcal_mol": 20.0}

---

| no. | F_max (eV/Å) |
| --- | --- |
| 1 | 7.11 |
| 2 | 11.34 |
| 3 | 1.44 |
| 4 | 2.80 |
| 5 | 1.22 |